13
Properties=species:S:1:pos:R:3:forces:R:3 method="wB97M-V/def2-TZVPD" charge=+1 de_lowest_kj_mol=289.15 total_energy_ev=-9932.5915 homo_ev=-14.68 smiles=Cn1cc[n+](F)c1
C 0.11413 0.85664 -0.63254 -0.5448 2.2920 -2.5591
C -0.91763 0.45435 -1.44205 0.0420 0.3520 0.0286
C -0.60535 -0.99101 0.31051 -2.6728 -1.7026 -3.1947
C 1.35665 0.19924 1.30938 1.6337 -1.1025 2.0072
N 0.28936 -0.02925 0.32634 0.2258 -0.9642 1.8096
N -1.41028 -0.68809 -0.97874 2.2523 -0.9460 3.9340
F -2.50905 -1.25212 -1.56260 1.3629 0.1607 1.2294
H 0.66735 1.80310 -0.70136 -0.1894 -0.8175 0.0733
H -1.38510 0.88547 -2.28607 -0.1027 0.6247 -0.6707
H -0.62882 -1.96240 0.87154 -0.1189 1.3688 -0.6868
H 2.30220 0.46208 0.78710 -0.9116 0.0413 0.1487
H 1.08016 0.97766 2.05422 -0.0272 -0.3637 -0.8566
H 1.64637 -0.71567 1.94427 -0.9493 1.0569 -1.2629